The following is a quantum chemistry calculation of C41H61AuBN6O7P2 as an isolated structure, from the Open Molecules 2025 dataset.

Summary:
Energy relative to the best compared isomer or geometry (same formula, charge and spin), eV: 0.308
2S+1: 1
Net charge: +1
Total energy, Eh: -3297.16807
Molar mass, u: 1019.701
E_HOMO, eV: -10.9
Frontier orbital gap, eV: 7.852

XYZ file:
```
119
Properties=species:S:1:pos:R:3:forces:R:3
Au -0.001 -0.848 -0.217 0.1 0.1 0.0
C 1.881 2.938 3.929 0.0 0.0 0.0
C 2.403 2.115 2.752 0.0 0.0 0.0
C 2.210 0.626 3.082 0.0 0.0 0.0
C 3.911 2.337 2.584 0.0 0.0 0.0
P 1.575 2.389 1.081 0.1 0.0 0.0
C -0.233 2.589 1.514 0.0 0.0 0.0
N -0.816 1.343 2.002 0.0 0.0 0.0
B -0.688 0.002 1.529 0.0 0.0 0.0
N -1.143 -0.860 2.570 0.0 0.0 0.0
C -0.898 -2.271 2.649 0.0 0.0 0.0
P -0.297 -2.798 0.989 -0.1 0.0 0.0
C 1.273 -3.750 1.262 0.0 0.0 0.0
C 1.153 -4.688 2.472 0.0 0.0 0.0
C 2.339 -2.686 1.553 0.0 0.0 0.0
C 1.683 -4.567 0.032 0.0 0.0 0.0
C -1.710 -3.728 0.226 0.0 0.0 0.0
C -2.946 -2.819 0.316 0.0 0.0 0.0
C -1.963 -5.029 0.999 0.0 0.0 0.0
C -1.457 -4.056 -1.250 0.0 0.0 0.0
C -1.567 -0.075 3.642 0.0 0.0 0.0
C -2.086 -0.443 4.871 0.0 0.0 0.0
C -2.457 0.569 5.745 0.0 0.0 0.0
C -2.316 1.907 5.385 0.0 0.0 0.0
C -1.788 2.273 4.154 0.0 0.0 0.0
C -1.394 1.268 3.284 0.0 0.0 0.0
C 1.958 4.131 0.458 0.0 0.0 0.0
C 0.852 4.511 -0.536 0.0 0.0 0.0
C 2.042 5.243 1.503 0.0 0.0 0.0
C 3.269 4.055 -0.338 0.0 0.0 0.0
H 2.450 2.673 4.825 0.0 0.0 0.0
H 0.835 2.719 4.144 0.0 0.0 0.0
H 1.990 4.010 3.781 0.0 0.0 0.0
H 2.797 0.377 3.970 0.0 0.0 0.0
H 2.556 -0.002 2.258 0.0 0.1 0.0
H 1.169 0.384 3.301 0.0 0.0 0.0
H 4.423 1.978 3.480 0.0 0.0 0.0
H 4.169 3.387 2.462 0.0 0.0 0.0
H 4.308 1.781 1.731 0.0 0.0 0.0
H -0.754 2.920 0.617 0.0 0.0 0.0
H -0.380 3.363 2.266 0.0 0.0 0.0
H -1.793 -2.838 2.914 0.0 0.0 0.0
H -0.134 -2.491 3.398 0.0 0.0 0.0
H 0.932 -4.169 3.405 0.0 0.0 0.0
H 2.122 -5.174 2.600 0.0 0.0 0.0
H 0.415 -5.472 2.324 0.0 0.0 0.0
H 2.064 -2.042 2.392 0.0 -0.1 0.0
H 2.531 -2.065 0.675 0.0 0.0 0.0
H 3.270 -3.192 1.816 0.0 0.0 0.0
H 1.030 -5.427 -0.115 0.0 0.0 0.0
H 2.687 -4.955 0.219 0.0 0.0 0.0
H 1.717 -3.973 -0.879 0.0 0.0 0.0
H -3.247 -2.607 1.342 0.0 0.0 0.0
H -3.777 -3.331 -0.173 0.0 0.0 0.0
H -2.797 -1.870 -0.204 0.0 0.0 0.0
H -2.045 -4.885 2.077 0.0 0.0 0.0
H -1.188 -5.769 0.801 0.0 0.0 0.0
H -2.910 -5.448 0.654 0.0 0.0 0.0
H -1.427 -3.155 -1.858 0.0 0.0 0.0
H -2.291 -4.664 -1.604 0.0 0.0 0.0
H -0.539 -4.608 -1.424 0.1 0.0 0.0
H -2.206 -1.485 5.141 0.0 0.0 0.0
H -2.868 0.316 6.712 0.0 0.0 0.0
H -2.626 2.679 6.076 0.0 0.0 0.0
H -1.695 3.319 3.894 0.0 0.0 0.0
H -0.075 4.796 -0.037 0.0 0.0 0.0
H 0.638 3.697 -1.232 0.0 0.0 0.0
H 1.183 5.374 -1.119 0.0 0.0 0.0
H 1.130 5.313 2.100 0.0 0.0 0.0
H 2.170 6.202 0.992 0.0 0.0 0.0
H 2.886 5.123 2.179 0.0 0.0 0.0
H 3.196 3.321 -1.144 0.0 0.0 0.0
H 4.123 3.787 0.280 0.0 0.0 0.0
H 3.477 5.032 -0.784 0.0 0.0 0.0
O 1.672 -3.217 -3.413 0.0 0.0 0.0
C 0.996 -2.309 -2.982 0.1 0.1 0.0
O 1.017 -1.914 -1.741 0.0 -0.1 0.0
C 0.113 -1.533 -3.935 0.0 0.0 0.0
C 0.598 -1.239 -5.204 0.0 0.0 0.0
C -0.172 -0.461 -6.046 0.0 0.0 0.0
C -1.425 0.012 -5.707 0.0 0.0 0.0
C -1.892 -0.338 -4.457 0.0 0.0 0.0
C -1.144 -1.087 -3.568 0.0 0.0 0.0
N -3.195 0.178 -4.006 0.0 0.0 0.0
O -3.590 -0.178 -2.909 0.0 0.0 0.0
O -3.773 0.957 -4.729 0.0 0.0 0.0
N 0.389 -0.059 -7.354 0.0 0.0 0.0
O 1.417 -0.592 -7.706 0.0 0.0 0.0
O -0.213 0.793 -7.975 0.0 0.0 0.0
H 1.576 -1.579 -5.510 0.0 0.0 0.0
H -1.999 0.627 -6.382 0.0 0.0 0.0
H -1.561 -1.292 -2.593 0.0 0.0 0.0
C 1.389 5.398 -5.333 0.0 0.0 0.0
C 2.082 4.542 -4.284 0.0 0.0 0.0
N 2.454 3.221 -4.779 0.0 0.0 0.0
C 3.540 3.157 -5.769 0.0 0.0 0.0
C 3.057 2.744 -7.150 0.0 0.0 0.0
C 2.018 2.048 -4.284 0.0 0.0 0.0
O 2.514 0.969 -4.581 0.0 0.0 0.0
C 0.849 2.022 -3.326 0.0 0.0 0.0
C -0.351 2.697 -3.506 0.0 0.0 0.0
C -1.394 2.483 -2.616 0.0 0.0 0.0
C -1.220 1.575 -1.590 0.0 0.0 0.0
N -0.070 0.903 -1.432 -0.1 0.0 -0.1
C 0.942 1.121 -2.278 0.0 0.0 0.0
H 1.138 6.373 -4.916 0.0 0.0 0.0
H 0.472 4.929 -5.694 0.0 0.0 0.0
H 2.036 5.562 -6.196 0.0 0.0 0.0
H 1.458 4.428 -3.400 0.0 0.0 0.0
H 2.996 5.040 -3.947 0.0 0.0 0.0
H 4.288 2.451 -5.407 0.0 0.0 0.0
H 3.996 4.147 -5.797 0.0 0.0 0.0
H 2.657 1.732 -7.131 0.0 0.0 0.0
H 3.891 2.755 -7.852 0.0 0.0 0.0
H 2.290 3.422 -7.524 0.0 0.0 0.0
H -0.480 3.373 -4.342 0.0 0.0 0.0
H -2.345 2.984 -2.729 0.0 0.0 0.0
H -2.015 1.354 -0.891 0.0 0.0 0.0
H 1.838 0.531 -2.139 0.0 0.0 0.0
```
Positions in Å, forces in eV/Å.

Atom charges from the Löwdin analysis, given in e for atoms 1 to 4: atom 1 (Au): 1.14, atom 2 (C): -0.07, atom 3 (C): -0.69, atom 4 (C): -0.11